This record from the Open Molecules 2025 dataset describes C11H9BrN3O2Tl as an isolated structure in a non-equilibrium geometry. The level of theory is the ωB97M-V functional and the def2-TZVPD basis.

Each line ends with the Mulliken charge.
Atoms and positions in Å:
Tl -0.253 0.587 0.416  0.687
Br 0.241 -1.823 5.208  0.111
C -0.977 -2.867 4.149  0.162
C -1.427 -4.022 4.795  -0.383
C -2.444 -4.771 4.175  -0.464
C -2.921 -4.461 2.903  -0.506
C -2.405 -3.375 2.226  -0.333
C -1.419 -2.547 2.880  0.513
C -0.964 -1.354 2.097  0.904
O 0.132 -0.702 2.258  -0.732
O -1.796 -1.012 1.173  -0.758
H -1.052 -4.330 5.785  0.438
H -2.856 -5.600 4.708  0.424
H -3.706 -5.062 2.473  0.445
H -2.719 -2.989 1.276  0.527
N 3.121 5.338 -4.839  -0.304
C 2.439 4.352 -4.173  0.804
C 3.081 3.239 -3.558  -0.176
N 2.476 2.335 -2.829  -0.391
C 1.112 2.361 -2.923  -0.031
C 0.440 3.384 -3.583  -0.214
N 1.111 4.403 -4.141  -0.453
H 4.096 5.226 -5.063  0.289
H 2.552 5.805 -5.550  0.324
H 4.201 3.104 -3.645  0.292
H 0.604 1.398 -2.601  0.450
H -0.667 3.382 -3.616  0.376

Values from the calculation:
HOMO (spin up / spin down) in eV: -14.88 / -14.89
HOMO-LUMO gap (spin up / spin down) in eV: 4.69 / 4.97
Total charge: +2

This record from the Open Molecules 2025 dataset describes a 6-piece molecular cluster, C11H9Cl15O4 overall in a non-equilibrium geometry. The level of theory is the ωB97M-V functional and the def2-TZVPD basis.

Each line ends with the Mulliken charge.
Atoms and positions in Å:
O -0.556 -1.572 -2.382  -0.585
C -1.781 -1.708 -2.151  1.063
C -2.360 -2.906 -1.595  -0.449
C -3.732 -2.986 -1.502  0.124
O -4.358 -4.183 -1.217  -0.544
C -4.529 -1.744 -1.600  0.877
O -5.766 -1.820 -1.510  -0.631
C -3.921 -0.435 -1.839  -1.059
C -2.643 -0.425 -2.222  0.334
O -1.882 0.667 -2.415  -0.544
H -1.742 -3.798 -1.425  0.185
H -5.262 -3.915 -0.868  0.371
H -4.497 0.427 -1.848  0.559
H -0.981 0.393 -2.678  0.297
Cl 0.544 -2.537 0.719  -0.031
C 1.552 -3.045 -0.614  0.096
Cl 0.981 -4.461 -1.503  -0.148
Cl 3.278 -3.242 -0.230  -0.142
H 1.505 -2.154 -1.314  0.198
Cl 4.572 7.025 -0.153  -0.119
C 4.912 5.448 -0.886  0.095
Cl 4.886 4.177 0.361  -0.108
Cl 6.392 5.446 -1.812  -0.113
H 4.136 5.266 -1.623  0.235
Cl 3.696 2.015 4.162  -0.107
C 3.220 0.394 4.430  0.184
Cl 3.567 -0.344 5.972  -0.125
Cl 3.950 -0.601 3.180  -0.104
H 2.102 0.438 4.288  0.150
Cl -3.276 2.164 1.686  -0.112
C -2.715 0.641 2.332  0.305
Cl -3.131 -0.809 1.348  -0.050
Cl -3.322 0.556 3.974  -0.138
H -1.633 0.605 2.478  -0.016
Cl 0.562 1.836 0.917  -0.107
C 1.804 1.458 -0.304  0.377
Cl 1.256 1.594 -1.996  -0.129
Cl 2.596 -0.073 -0.051  -0.021
H 2.574 2.210 -0.107  -0.068

Values from the calculation:
Structure (SMILES): O=C1C=C(O)C(=O)C=C1O.ClC(Cl)Cl.ClC(Cl)Cl.ClC(Cl)Cl.ClC(Cl)Cl.ClC(Cl)Cl
HOMO in eV: -9.78
HOMO-LUMO gap in eV: 8.04
Total charge: 0